A cluster of 11 separate species, C33H72BCl20NP in total in a non-equilibrium geometry, computed with ωB97M-V/def2-TZVPD.

Each atom is followed by the atoms it is bonded to, with distances in Å.
Geometry (Å):
1 Cl -9.27936 -4.98659 -3.37078  C51 1.782
2 Cl 3.38328 8.40833 3.87366  C34 1.782
3 Cl 3.64392 6.54948 6.73104  C24 1.781
4 Cl 5.19506 2.02193 5.48637  C47 1.781
5 Cl 2.18328 5.10923 0.38018  C53 1.782
6 Cl 5.79723 -0.90462 7.14786  C54 1.782
7 Cl 8.11149 2.83911 -5.43424  C55 1.781
8 Cl 4.02288 -2.17270 -4.65600  C50 1.782
9 Cl -7.88224 -5.61865 -8.60894  C48 1.782
10 Cl 6.51941 -2.76758 -6.91461  C52 1.781
11 Cl 5.64034 -5.11004 3.89536  C31 1.781
12 Cl -5.50892 -7.30756 -6.81931  C33 1.781
13 Cl -9.62279 -2.19244 -1.43103  C49 1.781
14 Cl -5.05384 2.81911 -1.88729  C25 1.782
15 Cl -12.43221 -1.66699 1.17470  C36 1.782
16 Cl -11.26819 -0.36635 4.11430  C29 1.781
17 Cl 4.92607 2.42773 -4.26303  C26 1.782
18 Cl 2.44392 3.25038 3.23755  C32 1.781
19 Cl 5.55524 -1.76766 3.18185  C45 1.782
20 Cl -3.88982 4.11976 1.05231  C40 1.781
21 P -6.13393 0.45721 0.05200  N22 1.645, B56 1.933, H73 1.452, H74 1.448
22 N -7.52206 0.04350 0.83081  P21 1.645, H104 1.045
23 C 4.81943 2.17694 0.64674  C41 1.642, H63 1.187, H78 1.187, H89 1.191
24 C 3.90410 8.30374 6.56627  Cl3 1.781, C34 1.521, H92 1.094, H105 1.094
25 C -4.58905 4.50989 -1.57225  Cl14 1.782, C40 1.521, H67 1.094, H68 1.094
26 C 5.99691 3.82514 -3.99002  Cl17 1.782, C55 1.521, H64 1.094, H65 1.094
27 C -0.75708 -3.55651 0.40249  C35 1.638, C39 1.644, H109 1.190, H111 1.175
28 C -3.72654 -0.97224 -1.06337  C44 1.639, B56 1.645, H88 1.183, H122 1.181
29 C -10.80665 0.12775 2.46654  Cl16 1.781, C36 1.521, H58 1.094, H97 1.094
30 C 4.24370 -3.01177 -0.68161  C37 1.670, C38 1.659, H59 1.180, H112 1.178
31 C 7.03149 -4.00465 3.77254  Cl11 1.781, C45 1.521, H81 1.094, H101 1.094
32 C 2.70410 5.00464 3.07279  Cl18 1.781, C53 1.521, H108 1.094, H124 1.094
33 C -6.77212 -6.23011 -6.17458  Cl12 1.781, C48 1.521, H102 1.094, H128 1.094
34 C 2.98128 8.92612 5.53024  Cl2 1.782, C24 1.521, H75 1.094, H76 1.094
35 C -2.15549 -3.12281 -0.33234  C27 1.638, C44 1.672, H93 1.180, H126 1.195
36 C -11.96742 0.02378 1.48973  Cl15 1.782, C29 1.521, H71 1.094, H87 1.094
37 C 3.21101 -2.62236 0.57174  C30 1.670, C43 1.639, H95 1.171, H118 1.194
38 C 5.74586 -2.46495 -0.23976  C30 1.659, C42 1.652, H119 1.187, H127 1.170
39 C 0.60636 -2.96493 -0.29917  C27 1.644, C43 1.660, H60 1.170, H66 1.194
40 C -3.42828 4.61385 -0.59545  Cl20 1.781, C25 1.521, H100 1.094, H115 1.094
41 C 5.03899 1.67662 -0.90121  C23 1.642, C46 1.664, H84 1.189, H116 1.188
42 C 5.80740 -0.82986 -0.01253  C38 1.652, C46 1.641, H110 1.180, H123 1.194
43 C 1.87712 -3.57497 0.57692  C37 1.639, C39 1.660, H79 1.183, H114 1.170
44 C -2.61543 -1.54890 -0.00468  C28 1.639, C35 1.672, H82 1.190, H125 1.179
45 C 6.69733 -2.60464 4.26309  Cl19 1.782, C31 1.521, H120 1.094, H121 1.094
46 C 4.91719 0.02835 -1.09140  C41 1.664, C42 1.641, H99 1.190, H106 1.191
47 C 3.98498 0.91924 6.18782  Cl4 1.781, C54 1.521, H85 1.094, H113 1.094
48 C -8.06093 -6.31173 -6.97747  Cl9 1.782, C33 1.521, H69 1.094, H96 1.094
49 C -10.92688 -3.12731 -2.20410  Cl13 1.781, C51 1.521, H77 1.094, H98 1.094
50 C 5.37895 -1.09203 -5.06492  Cl8 1.782, C52 1.521, H86 1.094, H117 1.094
51 C -10.61565 -4.61497 -2.25264  Cl1 1.782, C49 1.521, H57 1.094, H62 1.094
52 C 5.77471 -1.19617 -6.52946  Cl10 1.781, C50 1.521, H61 1.094, H72 1.094
53 C 1.78128 5.62702 2.03676  Cl5 1.782, C32 1.521, H80 1.094, H94 1.094
54 C 4.48303 0.25635 7.46252  Cl6 1.782, C47 1.521, H103 1.094, H107 1.094
55 C 6.88720 4.10935 -5.18958  Cl7 1.781, C26 1.521, H83 1.094, H91 1.094
56 B -5.29387 -1.15642 -0.60012  P21 1.933, C28 1.645, H70 1.183, H90 1.196
57 H -10.34944 -5.00356 -1.26477  C51 1.094
58 H -10.46755 1.16607 2.53078  C29 1.094
59 H 3.84781 -2.52809 -1.68265  C30 1.180
60 H 0.63267 -1.80141 -0.42227  C39 1.170
61 H 6.51565 -0.42755 -6.76921  C52 1.094
62 H -11.49012 -5.16638 -2.61066  C51 1.094
63 H 5.21688 3.29411 0.70476  C23 1.187
64 H 5.35019 4.68568 -3.79467  C26 1.094
65 H 6.58563 3.63036 -3.08823  C26 1.094
66 H 0.67914 -3.43346 -1.39458  C39 1.194
67 H -4.30479 4.94435 -2.53526  C25 1.094
68 H -5.47262 5.04212 -1.20647  C25 1.094
69 H -8.40491 -7.34525 -7.08372  C48 1.094
70 H -5.47562 -2.02621 0.18145  B56 1.183
71 H -11.68316 0.45824 0.52673  C36 1.094
72 H 4.91390 -1.05669 -7.19043  C52 1.094
73 H -5.32784 1.17089 1.02640  P21 1.452
74 H -6.52676 1.36631 -1.00449  P21 1.448
75 H 3.07761 10.01568 5.55311  C34 1.094
76 H 1.93350 8.67319 5.71991  C34 1.094
77 H -11.09189 -2.71724 -3.20506  C49 1.094
78 H 5.41262 1.53320 1.44912  C23 1.187
79 H 1.51412 -3.70562 1.69574  C43 1.183
80 H 1.87761 6.71658 2.05963  C53 1.094
81 H 7.83041 -4.43200 4.38601  C31 1.094
82 H -1.63298 -0.89476 -0.15711  C44 1.190
83 H 7.43015 5.04665 -5.03497  C55 1.094
84 H 4.15173 2.13977 -1.54333  C41 1.189
85 H 3.09696 1.52056 6.40478  C47 1.094
86 H 6.21644 -1.33313 -4.40291  C50 1.094
87 H -12.85099 0.55601 1.85552  C36 1.094
88 H -3.60260 -1.49831 -2.11531  C28 1.183
89 H 3.65754 2.24433 0.90141  C23 1.191
90 H -5.89736 -1.47378 -1.58313  B56 1.196
91 H 6.30441 4.20191 -6.11105  C55 1.094
92 H 4.95713 8.46962 6.31946  C24 1.094
93 H -2.20699 -3.37601 -1.48395  C35 1.180
94 H 0.73350 5.37409 2.22643  C53 1.094
95 H 3.00425 -1.47087 0.61400  C37 1.171
96 H -8.84826 -5.74113 -6.47602  C48 1.094
97 H -9.95872 -0.48811 2.15182  C29 1.094
98 H -11.83182 -2.95658 -1.61319  C49 1.094
99 H 5.33359 -0.24768 -2.17136  C46 1.190
100 H -2.58035 3.99800 -0.91016  C40 1.094
101 H 7.36896 -3.99712 2.73169  C31 1.094
102 H -6.95757 -6.54204 -5.14233  C33 1.094
103 H 4.84738 0.99374 8.18452  C54 1.094
104 H -7.62936 -0.99499 0.79192  N22 1.045
105 H 3.71124 8.74591 7.54838  C24 1.094
106 H 3.76939 -0.29045 -1.10531  C46 1.191
107 H 3.67003 -0.30584 7.93148  C54 1.094
108 H 3.75713 5.17052 2.82598  C32 1.094
109 H -0.67510 -4.74205 0.34708  C27 1.190
110 H 5.43096 -0.62768 1.08736  C42 1.180
111 H -0.71206 -3.25613 1.53717  C27 1.175
112 H 4.29547 -4.17548 -0.85535  C30 1.178
113 H 3.71739 0.17970 5.42704  C47 1.094
114 H 2.15393 -4.62799 0.14914  C43 1.170
115 H -3.08918 5.65218 -0.53121  C40 1.094
116 H 6.09956 1.99691 -1.33069  C41 1.188
117 H 5.05014 -0.07308 -4.84008  C50 1.094
118 H 3.82428 -2.90117 1.55766  C37 1.194
119 H 6.00037 -2.95474 0.81086  C38 1.187
120 H 7.60554 -1.99555 4.29628  C45 1.094
121 H 6.26275 -2.62242 5.26738  C45 1.094
122 H -3.50026 0.17691 -1.21795  C28 1.181
123 H 6.94129 -0.49328 -0.17217  C42 1.194
124 H 2.51124 5.44681 4.05490  C32 1.094
125 H -2.91090 -1.42477 1.12990  C44 1.179
126 H -3.01292 -3.78673 0.16961  C35 1.195
127 H 6.58886 -2.76952 -0.99205  C38 1.170
128 H -6.37299 -5.21146 -6.15556  C33 1.094

Summary:
- E_LUMO: 1.4 eV
- Spin multiplicity: 1
- E_HOMO: -3.74 eV
- Net charge: -1
- Calculated total energy: -10925.19434 hartree
- Frontier orbital gap: 5.15 eV